(1)
Entry from the OMol25 dataset: an isolated molecule of C22H27N5O4 in a non-equilibrium geometry (ωB97M-V/def2-TZVPD).

**Kohn-Sham gap**: 8.501 eV
**Calculated total energy**: -1429.22647 Ha
**E_LUMO**: 0.589 eV
**HOMO**: -7.912 eV

CARTESIAN COORDINATES (ANGSTROEM)
C -2.475 -4.296 1.302
C -1.327 -3.302 1.228
O -1.671 -2.327 0.263
C -0.752 -1.385 -0.070
C 0.468 -1.207 0.557
C 1.347 -0.209 0.144
C 2.704 -0.110 0.815
C 3.659 -1.080 0.131
C 3.334 -2.438 0.200
N 3.053 -3.552 0.268
C 4.761 -0.697 -0.566
N 5.626 -1.574 -1.156
O 5.189 0.585 -0.711
C 4.473 1.512 -0.030
N 4.807 2.787 0.006
N 3.863 3.358 0.769
C 2.938 2.477 1.219
C 1.794 2.868 2.079
C 3.309 1.248 0.715
C 0.988 0.617 -0.903
C -0.242 0.466 -1.529
C -1.117 -0.530 -1.135
O -2.325 -0.804 -1.710
C -2.991 0.204 -2.434
C -3.445 1.390 -1.573
N -4.631 1.068 -0.803
C -4.358 0.151 0.294
C -5.673 -0.210 0.981
O -6.338 0.935 1.466
C -6.584 1.837 0.415
C -5.287 2.254 -0.280
H -3.391 -3.785 1.586
H -2.250 -5.066 2.034
H -2.624 -4.758 0.330
H -0.397 -3.810 0.938
H -1.176 -2.825 2.208
H 0.759 -1.850 1.373
H 2.589 -0.401 1.869
H 5.300 -2.510 -1.324
H 6.279 -1.180 -1.812
H 3.908 4.348 0.944
H 0.931 2.250 1.841
H 2.039 2.721 3.131
H 1.539 3.914 1.927
H 1.660 1.391 -1.242
H -0.499 1.129 -2.339
H -3.873 -0.292 -2.846
H -2.370 0.565 -3.263
H -3.699 2.215 -2.244
H -2.609 1.714 -0.927
H -3.893 -0.753 -0.096
H -3.676 0.611 1.033
H -5.492 -0.848 1.847
H -6.319 -0.738 0.264
H -7.079 2.702 0.860
H -7.251 1.373 -0.327
H -5.520 2.928 -1.108
H -4.645 2.790 0.444

Formally, the Löwdin partial charges of the atoms, in units of the elementary charge, are as follows: C -0.059; C -0.250; O -0.038; C -0.179; C 0.034; C -0.190; C -0.160; C -0.128; C -0.223; N 0.165; C -0.287; N 0.177; O 0.122; C -0.283; N 0.116; N 0.025; C -0.239; C 0.002; C -0.092; C -0.023; C -0.004; C -0.197; O -0.052; C -0.164; C -0.168; N -0.168; C -0.155; C -0.192; O -0.134; C -0.203; C -0.177; H 0.073; H 0.076; H 0.080; H 0.127; H 0.126; H 0.111; H 0.159; H 0.103; H 0.113; H 0.160; H 0.082; H 0.087; H 0.081; H 0.120; H 0.111; H 0.135; H 0.117; H 0.125; H 0.126; H 0.116; H 0.138; H 0.124; H 0.128; H 0.124; H 0.126; H 0.122; H 0.130



(2)
Entry from the OMol25 dataset: an isolated molecule of C22H27NO5 in a non-equilibrium geometry (ωB97M-V/def2-TZVPD).

**Kohn-Sham gap**: 8.279 eV
**Calculated total energy**: -1285.47088 Ha
**E_LUMO**: 0.610 eV
**HOMO**: -7.669 eV

CARTESIAN COORDINATES (ANGSTROEM)
C -5.801 -0.445 0.040
N -4.655 0.423 -0.154
C -4.235 0.485 -1.544
C -2.784 0.952 -1.670
O -1.996 -0.024 -1.031
C -0.651 0.180 -0.868
C -0.012 1.286 -1.420
C 1.334 1.514 -1.226
C 2.082 0.629 -0.463
C 3.514 0.852 -0.218
C 3.991 2.133 0.043
C 5.338 2.389 0.282
C 6.194 1.315 0.246
C 5.729 0.026 -0.016
C 4.403 -0.232 -0.248
O 6.785 -0.850 0.002
C 7.926 -0.071 0.289
O 7.552 1.280 0.436
C 1.436 -0.483 0.067
C 0.088 -0.756 -0.123
C -0.477 -2.009 0.546
C -0.598 -1.715 2.049
C -1.845 -2.456 0.020
C 0.479 -3.195 0.329
C -4.806 1.734 0.456
C -3.573 2.088 1.303
O -3.391 3.182 1.758
O -2.758 1.064 1.508
H -5.558 -1.441 -0.327
H -6.018 -0.517 1.105
H -6.700 -0.089 -0.482
H -4.879 1.150 -2.142
H -4.297 -0.523 -1.958
H -2.651 1.935 -1.200
H -2.526 1.033 -2.735
H -0.571 1.991 -2.016
H 1.801 2.374 -1.681
H 3.292 2.954 0.084
H 5.697 3.382 0.489
H 4.064 -1.230 -0.470
H 8.653 -0.165 -0.535
H 8.392 -0.429 1.222
H 2.023 -1.145 0.681
H -1.027 -2.570 2.566
H -1.232 -0.848 2.217
H 0.378 -1.505 2.480
H -1.830 -2.550 -1.062
H -2.088 -3.430 0.444
H -2.631 -1.765 0.300
H 1.423 -3.068 0.850
H 0.685 -3.325 -0.732
H 0.023 -4.108 0.704
H -4.977 2.535 -0.275
H -5.657 1.741 1.143
H -3.056 0.315 0.938

Formally, the Löwdin partial charges of the atoms, in units of the elementary charge, are as follows: C -0.074; N -0.248; C -0.155; C -0.173; O -0.095; C -0.185; C -0.001; C -0.020; C -0.177; C -0.179; C -0.032; C 0.014; C -0.205; C -0.193; C 0.062; O 0.035; C -0.164; O 0.033; C 0.023; C -0.080; C -0.523; C -0.025; C -0.047; C -0.051; C -0.085; C -0.530; O 0.108; O 0.107; H 0.087; H 0.092; H 0.092; H 0.132; H 0.128; H 0.130; H 0.138; H 0.104; H 0.116; H 0.112; H 0.118; H 0.127; H 0.139; H 0.139; H 0.110; H 0.088; H 0.075; H 0.085; H 0.094; H 0.084; H 0.065; H 0.071; H 0.094; H 0.082; H 0.137; H 0.135; H 0.088



(3)
Entry from the OMol25 dataset: a structure of composition C22H28AlN6O8S (ωB97M-V/def2-TZVPD).

**Kohn-Sham gap**: 8.931 eV
**Calculated total energy**: -2426.08996 Ha
**E_LUMO**: -3.075 eV
**HOMO**: -12.006 eV
**Charge**: +1

CARTESIAN COORDINATES (ANGSTROEM)
Al 0.183 0.314 -1.500
O 2.088 -2.980 -0.594
C 1.949 -1.867 -1.022
O 0.830 -1.164 -0.781
C 2.992 -1.186 -1.854
C 4.155 -1.885 -2.132
C 5.148 -1.304 -2.896
C 5.015 -0.025 -3.398
C 3.849 0.673 -3.152
C 2.814 0.119 -2.362
O 1.728 0.818 -2.116
N 3.732 2.013 -3.736
O 4.766 2.598 -3.974
O 2.621 2.445 -4.015
N 6.364 -2.070 -3.204
O 7.212 -1.516 -3.873
O 6.432 -3.200 -2.768
H 4.279 -2.887 -1.745
H 5.801 0.421 -3.989
N -0.340 2.193 -2.131
C -1.690 2.638 -2.567
C -1.907 2.369 -4.051
C -2.178 0.912 -4.429
C -0.987 -0.042 -4.321
N -0.856 -0.640 -2.958
H -0.050 2.757 -1.331
H 0.347 2.434 -2.849
H -1.802 3.706 -2.381
H -2.439 2.111 -1.973
H -1.037 2.733 -4.607
H -2.762 2.965 -4.370
H -2.509 0.900 -5.468
H -3.011 0.528 -3.830
H -0.054 0.479 -4.546
H -1.108 -0.846 -5.046
H -0.329 -1.510 -3.041
H -1.778 -0.934 -2.641
C -4.766 -0.709 3.879
C -3.387 -1.221 4.293
C -2.603 -1.844 3.138
N -2.400 -0.884 2.051
C -1.310 -0.549 1.405
S -1.522 0.539 0.071
N -0.087 -1.008 1.738
C 0.553 -1.129 3.009
O 1.510 -1.845 3.095
C 0.046 -0.272 4.114
C 0.132 -0.761 5.416
C -0.266 0.029 6.481
C -0.723 1.321 6.254
C -0.782 1.823 4.962
C -0.402 1.029 3.891
H -5.306 -0.354 4.755
H -5.356 -1.503 3.418
H -4.706 0.132 3.184
H -3.503 -1.990 5.058
H -2.803 -0.409 4.727
H -3.170 -2.683 2.725
H -1.644 -2.217 3.479
H -3.246 -0.436 1.728
H 0.512 -1.234 0.943
H 0.515 -1.761 5.577
H -0.209 -0.360 7.488
H -1.016 1.944 7.089
H -1.114 2.838 4.789
H -0.416 1.445 2.891

Formally, the Löwdin partial charges of the atoms, in units of the elementary charge, are as follows: Al -0.126; O 0.146; C -0.463; O -0.065; C -0.026; C 0.097; C -0.109; C 0.102; C -0.035; C -0.181; O -0.014; N -0.329; O 0.114; O 0.070; N -0.350; O 0.097; O 0.100; H 0.143; H 0.141; N 0.024; C -0.202; C -0.173; C -0.168; C -0.170; N 0.065; H 0.123; H 0.106; H 0.128; H 0.085; H 0.127; H 0.124; H 0.122; H 0.122; H 0.125; H 0.128; H 0.133; H 0.118; C -0.092; C -0.218; C -0.136; N 0.064; C -0.660; S 0.895; N 0.136; C -0.381; O 0.161; C -0.170; C -0.012; C -0.054; C -0.062; C -0.064; C -0.034; H 0.082; H 0.082; H 0.067; H 0.122; H 0.094; H 0.137; H 0.115; H 0.121; H 0.105; H 0.129; H 0.114; H 0.113; H 0.111; H 0.105



(4)
Entry from the OMol25 dataset: a structure of composition C22H28BMnN4O2 in a non-equilibrium geometry (ωB97M-V/def2-TZVPD).

**Spin multiplicity**: 4
**Kohn-Sham gap (spin up / spin down)**: 6.199 / 6.870 eV
**Calculated total energy**: -2400.24407 Ha
**E_LUMO (spin up / spin down)**: -5.243 / -4.676 eV
**HOMO (spin up / spin down)**: -11.442 / -11.547 eV
**Charge**: +1

CARTESIAN COORDINATES (ANGSTROEM)
Mn 0.125 -0.077 -0.086
C 2.823 0.260 -1.575
N 2.127 -0.844 -0.876
C 2.942 -1.247 0.300
C 2.912 -0.188 1.406
C 1.827 -0.476 2.439
N 0.590 -0.902 1.782
C -0.139 -1.774 2.384
C -1.367 -2.335 1.918
C -2.161 -3.107 2.780
C -3.336 -3.665 2.342
C -3.734 -3.483 1.014
C -2.957 -2.760 0.138
C -1.763 -2.168 0.572
O -1.013 -1.509 -0.286
C 1.997 -1.974 -1.844
C 0.613 -2.148 -2.467
C -0.056 -0.883 -2.998
N -0.194 0.222 -2.026
C -0.553 1.376 -2.481
C -0.509 2.603 -1.754
C -1.147 3.747 -2.266
C -0.996 4.966 -1.660
C -0.147 5.076 -0.552
C 0.511 3.981 -0.043
C 0.314 2.708 -0.600
O 0.924 1.664 -0.086
H 3.812 -0.076 -1.896
H 2.942 1.125 -0.934
H 2.253 0.573 -2.446
H 3.967 -1.435 -0.029
H 2.541 -2.187 0.680
H 2.709 0.790 0.977
H 3.876 -0.127 1.907
H 1.631 0.432 3.014
H 2.156 -1.251 3.135
H 0.200 -2.135 3.355
H -1.846 -3.244 3.808
H -3.955 -4.241 3.015
H -4.666 -3.910 0.669
H -3.247 -2.616 -0.895
H 2.246 -2.904 -1.333
H 2.738 -1.843 -2.635
H -0.042 -2.629 -1.752
H 0.720 -2.832 -3.311
H -1.050 -1.164 -3.353
H 0.515 -0.509 -3.852
H -0.854 1.450 -3.526
H -1.779 3.643 -3.140
H -1.523 5.831 -2.037
H -0.005 6.044 -0.090
H 1.159 4.065 0.819
B -2.246 2.312 2.770
C -1.732 1.445 1.623
N -1.263 0.793 0.780
H -2.183 3.460 2.410
H -1.395 2.130 3.621
H -3.313 1.946 3.171

Formally, the Löwdin partial charges of the atoms, in units of the elementary charge, are as follows: Mn 0.979; C -0.048; N -0.215; C -0.163; C -0.147; C -0.166; N -0.013; C -0.031; C -0.132; C -0.015; C -0.060; C -0.040; C 0.015; C -0.297; O -0.174; C -0.147; C -0.153; C -0.158; N -0.044; C -0.034; C -0.138; C -0.019; C -0.059; C -0.033; C 0.016; C -0.315; O -0.169; H 0.111; H 0.084; H 0.094; H 0.136; H 0.127; H 0.085; H 0.129; H 0.137; H 0.128; H 0.151; H 0.124; H 0.114; H 0.118; H 0.124; H 0.128; H 0.128; H 0.093; H 0.131; H 0.136; H 0.129; H 0.157; H 0.123; H 0.113; H 0.120; H 0.128; B -0.366; C -0.094; N 0.094; H 0.024; H 0.032; H 0.021



| no. | molecular weight (g/mol) |
| --- | --- |
| 1 | 425.49 |
| 2 | 385.46 |
| 3 | 563.55 |
| 4 | 446.24 |